Record 1
The following is a quantum chemistry calculation of a cluster of 20 separate species, C48H69BN22O4S2 in total, from OMol25.

Each line ends with the Mulliken charge.
Cartesian coordinates (Å):
C 1.708 3.901 -0.585  -0.602
C 2.971 4.893 -1.051  -0.349
S 3.990 5.522 0.390  -0.162
C 5.479 4.388 0.724  -0.642
C 5.244 3.026 -0.158  0.434
C 6.024 2.902 -1.595  0.111
O 6.936 4.004 -2.019  -0.507
C 5.792 1.578 -2.534  -0.067
O 6.477 1.440 -3.850  -0.223
N 6.018 2.520 -4.558  0.235
O 6.882 2.841 -5.375  -0.395
C 4.742 0.423 -1.953  0.438
B 4.395 -0.942 -2.846  0.485
C 3.834 -0.676 -4.388  -0.644
O 4.573 -2.321 -2.311  -0.667
C 4.008 0.570 -0.488  0.113
N 3.023 -0.323 0.246  -0.483
S 2.593 0.393 1.806  0.167
N 3.503 1.907 1.830  -0.279
C 4.235 1.880 0.472  -0.033
H 1.722 2.965 -1.305  0.070
H 1.847 3.479 0.504  0.266
H 0.675 4.470 -0.591  0.318
H 2.433 5.848 -1.524  0.382
H 3.593 4.419 -1.931  0.087
H 6.425 5.019 0.382  0.335
H 5.521 4.118 1.882  0.202
H 7.870 3.595 -1.975  0.366
H 3.688 0.481 -4.573  0.214
H 4.629 -1.113 -5.155  0.239
H 2.803 -1.187 -4.613  0.075
H 3.693 -2.695 -2.003  0.309
C 0.163 -3.756 -5.802  -0.750
C 0.804 -3.202 -4.598  0.481
N 1.311 -2.764 -3.646  -0.437
H -0.111 -4.807 -5.667  0.148
H -0.753 -3.213 -6.059  0.305
H 0.825 -3.703 -6.673  0.262
C -0.406 0.836 4.626  -0.499
C 0.879 1.528 4.825  0.207
N 1.894 2.074 4.983  -0.377
H -0.712 0.286 5.521  0.337
H -1.211 1.540 4.387  0.288
H -0.353 0.114 3.804  0.050
C -3.527 -2.219 3.272  -0.299
C -3.381 -0.779 3.540  0.295
N -3.265 0.359 3.752  -0.587
H -2.918 -2.536 2.419  0.250
H -3.219 -2.824 4.131  0.494
H -4.565 -2.485 3.044  -0.022
C -4.457 -5.229 -0.070  -0.809
C -3.465 -4.871 0.957  0.528
N -2.681 -4.587 1.769  -0.512
H -4.126 -6.082 -0.672  0.342
H -5.420 -5.502 0.375  0.157
H -4.643 -4.399 -0.760  0.293
C -1.472 0.239 0.991  -0.157
C -1.030 1.400 0.200  -0.125
N -0.680 2.317 -0.424  -0.275
H -1.738 0.524 2.014  -0.295
H -2.353 -0.239 0.550  0.381
H -0.691 -0.525 1.060  0.362
C -7.621 -3.583 1.543  -0.630
C -6.702 -2.470 1.254  0.409
N -5.976 -1.590 1.025  -0.397
H -7.081 -4.523 1.699  0.061
H -8.212 -3.396 2.446  0.235
H -8.327 -3.749 0.723  0.357
C -5.095 3.150 0.467  -0.755
C -4.724 2.243 -0.632  0.422
N -4.430 1.525 -1.499  -0.494
H -4.664 4.147 0.331  0.280
H -6.181 3.275 0.538  0.318
H -4.748 2.776 1.436  0.232
C -2.205 3.863 -4.016  -0.012
C -0.920 4.555 -3.816  0.359
N 0.095 5.101 -3.658  -0.433
H -2.512 3.312 -3.120  0.003
H -3.010 4.566 -4.254  -0.249
H -2.153 3.141 -4.837  0.304
C -4.418 -6.898 4.625  -0.769
C -4.272 -5.457 4.893  0.465
N -4.157 -4.319 5.105  -0.536
H -3.809 -7.214 3.771  0.266
H -4.110 -7.503 5.484  0.310
H -5.456 -7.164 4.397  0.179
C -8.734 -5.199 5.531  -0.836
C -8.362 -6.106 4.432  0.292
N -8.068 -6.823 3.565  -0.508
H -8.302 -4.201 5.395  0.269
H -9.820 -5.074 5.602  0.390
H -8.387 -5.572 6.500  0.412
C 8.765 2.090 0.852  -0.452
C 8.911 3.530 1.121  0.215
N 9.027 4.668 1.333  -0.464
H 9.374 1.773 -0.001  0.308
H 9.073 1.485 1.712  0.419
H 7.727 1.824 0.625  0.045
C 4.322 4.281 5.972  -0.417
C 4.468 5.722 6.241  0.340
N 4.584 6.860 6.453  -0.448
H 4.931 3.965 5.119  0.179
H 4.630 3.676 6.832  0.228
H 3.284 4.015 5.745  0.152
C 7.338 -2.858 -0.556  -0.367
C 8.374 -1.859 -0.244  0.387
N 9.193 -1.070 0.003  -0.432
H 7.030 -3.413 0.336  0.287
H 6.439 -2.391 -0.972  -0.107
H 7.690 -3.591 -1.288  0.285
C -8.882 -1.838 8.243  -0.812
C -9.012 -3.304 8.287  0.455
N -9.114 -4.463 8.323  -0.471
H -9.833 -1.355 7.995  0.274
H -8.554 -1.432 9.205  0.296
H -8.151 -1.519 7.491  0.265
C 4.338 5.423 9.962  -0.755
C 4.208 3.957 10.007  0.378
N 4.106 2.798 10.042  -0.411
H 3.387 5.906 9.714  0.261
H 4.666 5.829 10.924  0.301
H 5.069 5.741 9.211  0.227
C -6.072 5.852 -4.624  -0.805
C -5.285 5.900 -3.380  0.409
N -4.663 5.938 -2.398  -0.438
H -7.145 5.948 -4.427  0.329
H -5.795 6.659 -5.310  0.294
H -5.925 4.908 -5.159  0.275
C 0.882 -8.092 -6.257  -0.860
C 1.325 -6.932 -7.048  0.389
N 1.674 -6.015 -7.673  -0.403
H 0.617 -7.807 -5.234  0.319
H 0.001 -8.570 -6.699  0.274
H 1.664 -8.856 -6.188  0.309
C 3.315 -6.959 -10.891  -0.699
C 3.052 -8.267 -10.268  0.360
N 2.844 -9.300 -9.775  -0.398
H 4.378 -6.825 -11.118  0.260
H 2.767 -6.842 -11.832  0.255
H 3.017 -6.132 -10.238  0.222
C -1.543 7.806 -6.338  -0.882
C -2.787 7.027 -6.220  0.405
N -3.770 6.411 -6.128  -0.413
H -1.020 7.880 -5.379  0.271
H -0.848 7.353 -7.052  0.278
H -1.738 8.829 -6.679  0.311

Output
Net charge = 0
Spin multiplicity = 1
Largest force on an atom = 6.62 eV/Å
Frontier orbital gap = 0.21982 Ha

Record 2
The following is a quantum chemistry calculation of a cluster of 12 separate species, C48H69N3O27 in total, from OMol25.

Each line ends with the Mulliken charge.
Cartesian coordinates (Å):
C 4.768 2.771 -1.336  -1.567
C 3.534 2.338 -0.589  2.163
C 3.744 2.076 0.903  -0.294
O 2.611 2.723 1.524  -0.264
C 2.009 3.512 0.635  0.377
O 1.056 4.198 0.896  -0.567
O 2.510 3.353 -0.596  -0.420
H 5.431 1.922 -1.509  0.239
H 5.365 3.536 -0.831  0.414
H 4.502 3.185 -2.311  0.338
H 3.175 1.437 -1.094  -0.927
H 4.658 2.545 1.270  0.465
H 3.744 1.023 1.167  -0.050
C -5.240 -4.271 1.401  -1.287
C -5.529 -2.865 0.966  0.364
C -4.362 -1.872 1.120  0.591
O -4.063 -1.469 -0.220  0.371
C -4.928 -2.039 -1.091  0.104
O -4.911 -1.881 -2.267  -0.514
O -5.811 -2.825 -0.445  -0.423
H -5.165 -4.350 2.487  0.397
H -4.305 -4.651 0.981  0.159
H -6.021 -4.963 1.082  0.401
H -6.424 -2.477 1.457  0.252
H -3.493 -2.393 1.523  -0.409
H -4.627 -1.013 1.727  0.001
C 1.730 -4.508 1.936  -1.016
C 0.439 -4.746 2.704  0.575
C -0.640 -3.662 2.699  0.781
O -1.856 -4.384 2.483  -0.290
C -1.583 -5.662 2.130  0.440
O -2.393 -6.473 1.820  -0.549
O -0.254 -5.873 2.126  -0.458
H 1.649 -4.957 0.947  0.480
H 2.579 -4.922 2.468  0.284
H 1.888 -3.439 1.796  -0.120
H 0.659 -5.015 3.741  0.295
H -0.519 -2.951 1.874  -0.458
H -0.691 -3.119 3.638  -0.058
C -1.136 1.406 0.180  -1.638
C -0.527 0.109 0.634  2.252
C -0.599 -1.014 -0.424  0.560
O 0.731 -1.520 -0.522  0.060
C 1.546 -0.763 0.216  -0.589
O 2.712 -0.953 0.384  -0.052
O 0.913 0.309 0.723  0.515
H -2.226 1.382 0.141  0.559
H -0.775 1.699 -0.810  -0.157
H -0.841 2.237 0.831  0.196
H -0.972 -0.210 1.577  -0.629
H -0.937 -0.605 -1.379  -0.937
H -1.287 -1.817 -0.160  -0.162
C 0.556 1.417 3.965  -0.360
C 1.339 0.375 4.712  0.185
C 0.582 -0.873 5.199  -0.049
O 1.388 -1.962 4.741  -0.371
C 2.423 -1.504 3.994  0.572
O 3.274 -2.193 3.539  -0.510
O 2.360 -0.169 3.852  -0.222
H -0.159 1.889 4.650  0.175
H -0.062 0.998 3.174  -0.479
H 1.200 2.236 3.653  0.387
H 1.869 0.845 5.544  0.322
H -0.411 -0.928 4.749  0.008
H 0.526 -0.848 6.284  0.326
C -2.361 3.544 5.830  -1.513
C -3.316 2.595 5.155  0.501
C -3.693 2.956 3.709  0.052
O -3.478 1.755 2.963  -0.112
C -2.937 0.814 3.760  0.431
O -2.586 -0.259 3.371  -0.371
O -2.696 1.296 4.988  -0.408
H -1.761 4.132 5.132  0.302
H -1.667 3.034 6.496  0.322
H -2.915 4.273 6.426  0.436
H -4.214 2.427 5.749  0.419
H -3.030 3.708 3.285  -0.357
H -4.717 3.315 3.647  0.323
C -1.450 5.797 1.848  -1.209
C -2.384 5.709 0.656  0.340
C -1.691 5.195 -0.606  0.177
O -2.618 4.266 -1.168  -0.207
C -3.540 3.944 -0.229  0.678
O -4.398 3.139 -0.393  -0.520
O -3.330 4.640 0.903  -0.317
H -1.149 4.794 2.140  0.043
H -1.947 6.321 2.666  0.417
H -0.569 6.382 1.584  0.442
H -2.894 6.656 0.482  0.302
H -0.725 4.735 -0.388  -0.377
H -1.489 5.985 -1.332  0.417
C 3.259 -3.836 -4.071  -1.464
C 3.187 -2.338 -4.220  0.603
C 2.781 -1.577 -2.969  0.596
O 3.665 -0.465 -2.908  0.205
C 4.815 -0.840 -3.546  0.280
O 5.864 -0.296 -3.405  -0.562
O 4.600 -1.917 -4.307  -0.399
H 3.868 -4.263 -4.867  0.383
H 2.277 -4.315 -4.073  0.326
H 3.744 -4.099 -3.130  0.413
H 2.708 -1.999 -5.136  0.325
H 2.877 -2.183 -2.067  0.022
H 1.733 -1.314 -3.076  -0.636
C 0.550 4.006 -5.739  -1.569
C 1.221 2.946 -4.909  0.484
C 0.817 2.909 -3.431  -0.168
O 0.612 1.523 -3.165  0.529
C 0.562 0.835 -4.321  0.074
O 0.265 -0.310 -4.430  -0.463
O 0.794 1.647 -5.373  -0.449
H -0.511 3.791 -5.871  0.366
H 0.980 4.065 -6.738  0.388
H 0.656 4.984 -5.264  0.362
H 2.306 2.994 -5.027  0.311
H -0.111 3.465 -3.271  0.022
H 1.577 3.291 -2.757  0.247
N -2.418 -3.787 -3.192  0.157
C -1.081 -3.559 -3.072  -0.989
C -0.644 -4.209 -1.941  -0.176
C -1.780 -4.805 -1.347  -0.347
C -2.858 -4.562 -2.151  -1.294
H -2.992 -3.439 -3.940  0.294
H -0.509 -2.977 -3.777  0.681
H 0.368 -4.186 -1.570  0.627
H -1.795 -5.398 -0.446  0.562
H -3.883 -4.887 -2.123  0.505
N 7.093 -1.790 1.730  0.089
C 8.114 -1.478 0.863  -0.599
C 7.563 -0.815 -0.204  -1.141
C 6.161 -0.766 0.010  0.721
C 5.897 -1.394 1.202  -1.429
H 7.227 -2.265 2.603  0.198
H 9.128 -1.647 1.185  0.391
H 8.128 -0.409 -1.026  0.451
H 5.407 -0.342 -0.634  0.466
H 4.959 -1.597 1.692  0.771
N -3.998 1.578 -4.654  0.041
C -3.303 0.443 -4.989  -1.615
C -2.828 -0.123 -3.842  -0.457
C -3.241 0.720 -2.769  0.445
C -3.936 1.766 -3.299  -1.257
H -4.346 2.270 -5.291  0.233
H -3.170 0.184 -6.027  0.484
H -2.155 -0.956 -3.738  0.753
H -3.025 0.577 -1.726  0.610
H -4.349 2.618 -2.791  0.602

Output
Net charge = 0
Spin multiplicity = 1
SMILES string = C[C@H]1COC(=O)O1.C[C@H]1COC(=O)O1.C[C@H]1COC(=O)O1.C[C@H]1COC(=O)O1.C[C@H]1COC(=O)O1.C[C@H]1COC(=O)O1.C[C@H]1COC(=O)O1.C[C@H]1COC(=O)O1.C[C@H]1COC(=O)O1.c1cc[nH]c1.c1cc[nH]c1.c1cc[nH]c1
Energy relative to the best compared isomer or geometry (same formula, charge and spin) = 0.0000 eV
Largest force on an atom = 1.83 eV/Å
Frontier orbital gap = 0.28963 Ha

Record 3
The following is a quantum chemistry calculation of a cluster of 12 separate species, C48H72O36 in total, from OMol25.

Each line ends with the Mulliken charge.
Cartesian coordinates (Å):
C -6.272 2.510 -1.526  -1.345
C -5.252 3.165 -2.494  0.434
C -4.748 4.448 -1.894  -0.580
O -3.320 4.333 -1.928  -0.302
C -2.974 3.112 -2.270  0.593
O -1.900 2.594 -2.297  -0.422
O -4.052 2.350 -2.477  -0.304
H -6.433 1.466 -1.797  0.345
H -7.291 2.898 -1.500  0.461
H -5.858 2.587 -0.521  0.134
H -5.710 3.290 -3.475  0.332
H -5.148 4.624 -0.896  0.290
H -5.006 5.278 -2.553  0.369
C 1.096 5.308 -1.818  -0.965
C 1.297 6.532 -0.990  0.502
C 1.804 6.217 0.354  0.869
O 2.799 7.205 0.523  -0.418
C 3.292 7.536 -0.632  0.585
O 4.316 8.178 -0.754  -0.631
O 2.400 7.278 -1.546  -0.387
H 0.657 5.571 -2.781  0.432
H 0.388 4.630 -1.342  0.087
H 1.986 4.705 -1.999  0.104
H 0.465 7.235 -0.964  0.293
H 2.258 5.226 0.336  -0.428
H 0.983 6.229 1.071  -0.018
C -0.201 -5.939 3.233  -1.458
C -0.635 -6.384 1.840  0.753
C -0.176 -5.590 0.640  0.895
O 0.655 -6.536 -0.060  -0.500
C 0.715 -7.757 0.528  0.573
O 1.377 -8.727 0.146  -0.651
O -0.022 -7.737 1.618  -0.406
H 0.843 -6.153 3.462  0.393
H -0.782 -6.470 3.987  0.359
H -0.422 -4.873 3.270  0.111
H -1.712 -6.548 1.847  0.202
H 0.267 -4.611 0.826  0.054
H -1.041 -5.338 0.027  -0.406
C 1.927 -4.534 -3.675  -0.911
C 1.548 -3.411 -4.654  0.274
C 0.139 -2.819 -4.477  0.345
O 0.327 -1.446 -4.268  -0.333
C 1.647 -1.152 -4.188  0.629
O 2.133 -0.069 -3.877  -0.558
O 2.290 -2.290 -4.278  -0.312
H 2.869 -5.015 -3.937  0.474
H 1.181 -5.328 -3.667  0.208
H 2.173 -4.169 -2.678  -0.088
H 1.781 -3.669 -5.687  0.324
H -0.276 -3.320 -3.602  -0.319
H -0.437 -3.036 -5.377  0.304
C 7.036 6.451 -1.487  -1.333
C 6.822 4.893 -1.560  0.350
C 7.193 4.115 -0.269  -0.668
O 5.988 3.512 0.091  -0.123
C 5.018 3.833 -0.755  0.272
O 3.801 3.478 -0.693  -0.178
O 5.463 4.606 -1.737  -0.312
H 6.578 6.916 -2.361  0.346
H 8.085 6.723 -1.377  0.402
H 6.472 6.884 -0.661  0.329
H 7.398 4.465 -2.380  0.289
H 7.423 4.768 0.573  0.315
H 8.006 3.389 -0.237  0.350
C -2.534 6.299 1.461  -1.514
C -2.019 5.101 2.183  0.389
C -2.470 3.787 1.495  0.487
O -1.256 3.073 1.363  0.189
C -0.259 3.729 1.913  0.240
O 0.910 3.361 1.990  -0.440
O -0.632 4.975 2.144  -0.357
H -2.036 7.242 1.688  0.364
H -3.553 6.403 1.833  0.463
H -2.584 6.197 0.377  0.279
H -2.351 5.237 3.212  0.192
H -2.736 3.976 0.455  -0.594
H -3.257 3.307 2.077  0.194
C -4.328 -2.193 4.915  -1.582
C -3.686 -2.018 3.524  1.235
C -2.115 -2.119 3.401  -0.511
O -2.047 -3.029 2.332  0.008
C -3.230 -3.622 2.063  0.647
O -3.390 -4.596 1.328  -0.636
O -4.212 -3.066 2.760  -0.380
H -4.472 -3.241 5.180  0.363
H -5.302 -1.707 4.981  0.352
H -3.682 -1.737 5.665  0.414
H -3.996 -1.121 2.987  -0.359
H -1.687 -2.597 4.282  0.341
H -1.666 -1.134 3.276  0.236
C 1.073 1.340 -1.056  -0.491
C 0.518 0.273 -0.148  1.237
C -1.017 0.260 0.109  0.895
O -1.442 -1.099 -0.007  -0.359
C -0.439 -1.848 -0.515  -0.494
O -0.601 -2.996 -0.848  -0.339
O 0.620 -1.019 -0.764  0.661
H 0.712 2.269 -0.615  -0.424
H 0.570 1.171 -2.008  0.368
H 2.150 1.436 -1.197  0.027
H 1.183 0.226 0.714  -0.863
H -1.490 1.014 -0.520  -0.592
H -1.294 0.665 1.082  0.251
C -4.857 -0.938 0.064  -0.605
C -6.072 -0.707 0.944  0.634
C -5.995 0.527 1.883  0.280
O -7.200 1.249 1.603  -0.450
C -7.958 0.605 0.659  0.588
O -9.101 0.874 0.398  -0.554
O -7.236 -0.373 0.125  -0.454
H -3.951 -1.196 0.612  -0.254
H -4.519 -0.083 -0.522  0.140
H -5.063 -1.735 -0.650  0.424
H -6.096 -1.656 1.480  0.242
H -5.123 1.126 1.621  -0.166
H -6.063 0.246 2.934  0.236
C 3.466 1.732 2.488  -1.516
C 4.957 1.598 2.688  1.047
C 5.580 2.724 3.536  -0.223
O 5.952 1.985 4.671  -0.382
C 5.765 0.685 4.547  0.504
O 6.082 -0.160 5.362  -0.580
O 5.102 0.451 3.373  -0.388
H 2.890 2.160 3.309  0.514
H 2.924 0.842 2.167  0.238
H 3.245 2.536 1.785  0.188
H 5.487 1.546 1.737  0.163
H 4.766 3.427 3.713  0.252
H 6.483 3.178 3.131  0.214
C 4.504 -0.836 -1.337  -1.252
C 3.974 -1.708 -0.225  1.792
C 3.386 -3.059 -0.646  0.880
O 4.067 -3.922 0.182  -0.413
C 4.997 -3.259 0.941  0.508
O 5.806 -3.834 1.706  -0.622
O 5.069 -1.969 0.582  -0.455
H 3.745 -0.819 -2.119  0.213
H 5.476 -1.209 -1.659  0.532
H 4.649 0.202 -1.038  -0.190
H 3.253 -1.150 0.372  -0.497
H 3.613 -3.323 -1.678  0.016
H 2.333 -3.149 -0.380  -0.582
C -2.375 -5.466 -2.848  -1.251
C -2.925 -6.838 -2.564  0.327
C -1.810 -7.870 -2.698  -0.242
O -1.937 -8.641 -1.505  -0.346
C -2.782 -8.070 -0.691  0.622
O -2.967 -8.340 0.427  -0.521
O -3.241 -6.918 -1.165  -0.277
H -1.528 -5.103 -2.266  -0.024
H -3.240 -4.804 -2.797  0.412
H -2.189 -5.388 -3.919  0.518
H -3.803 -7.139 -3.137  0.417
H -0.823 -7.410 -2.661  0.066
H -1.897 -8.441 -3.623  0.359

Output
Net charge = 0
Spin multiplicity = 1
SMILES string = C[C@H]1COC(=O)O1.C[C@H]1COC(=O)O1.C[C@H]1COC(=O)O1.C[C@H]1COC(=O)O1.C[C@H]1COC(=O)O1.C[C@H]1COC(=O)O1.C[C@H]1COC(=O)O1.C[C@H]1COC(=O)O1.C[C@H]1COC(=O)O1.C[C@H]1COC(=O)O1.C[C@H]1COC(=O)O1.C[C@H]1COC(=O)O1
Energy relative to the best compared isomer or geometry (same formula, charge and spin) = 6.0521 eV
Largest force on an atom = 5.11 eV/Å
Frontier orbital gap = 0.34617 Ha